# C6H10NO2P

2 unconnected molecules or ions with the total composition C6H10NO2P in a non-equilibrium geometry (ωB97M-V with the def2-TZVPD basis set, the Open Molecules 2025 dataset).

Output
Strongest force on any atom (eV/Å): 3.729
Spin multiplicity: 1
HOMO-LUMO gap (Ha): 0.323

Positions of all 20 atoms, in Å:
C (0.6268, 2.6963, 0.4568)
C (-0.4539, 1.9818, 1.0109)
C (1.0891, 1.9083, -0.6093)
C (-0.7010, 0.8519, 0.1931)
C (1.2671, -2.1302, -0.9536)
C (-2.6778, -0.9667, 1.7560)
N (0.2045, 0.8754, -0.8371)
O (-1.9180, -1.2662, -0.8889)
O (2.3636, -1.2982, -1.3276)
P (-1.7575, -0.6123, 0.4014)
H (1.0285, 3.5343, 0.8841)
H (-1.1595, 2.0694, 1.8801)
H (1.9273, 2.1533, -1.2987)
H (0.4087, -1.8002, -1.5638)
H (0.9011, -1.7472, 0.1029)
H (1.3182, -3.2758, -0.9344)
H (-2.6830, -0.4372, 2.6617)
H (3.1327, -1.2962, -0.7009)
H (-3.3807, -1.7150, 1.4667)
H (0.4639, 0.4746, -1.6993)

***

# C51H93NO11S3

4 unconnected molecules or ions with the total composition C51H93NO11S3 in a non-equilibrium geometry (ωB97M-V with the def2-TZVPD basis set, the Open Molecules 2025 dataset).

Output
Strongest force on any atom (eV/Å): 2.094
Spin multiplicity: 1
HOMO-LUMO gap (Ha): 0.304
SMILES: CCCCCCCCCCCCCCc1cc(C)c2c(c1)N(S)c1cc([C@@H](C)CCC)c(S(C)(=O)=O)cc1S2.COCCOCCOC.COCCOCCOC.COCCOCCOC

Positions of all 159 atoms, in Å:
C (-2.8160, 5.0974, 3.2244)
C (-2.6590, 3.5977, 3.0329)
C (-1.6658, 3.1897, 1.9472)
C (-2.3096, 2.8379, 0.6292)
C (-1.3827, 2.2896, -0.4421)
C (-0.6076, 1.0282, -0.0486)
C (-0.8717, -0.1854, -0.9548)
C (-1.3171, -1.4389, -0.2289)
C (-1.1477, -2.6898, -1.0735)
C (-1.9674, -3.8929, -0.6484)
C (-1.8460, -4.3063, 0.8143)
C (-3.1508, -4.3714, 1.6103)
C (-3.3788, -3.2414, 2.6112)
C (-3.1685, -3.7271, 4.0440)
C (-1.7173, -3.8200, 4.3595)
C (-0.9728, -5.0133, 4.1361)
C (0.4280, -5.0773, 4.3342)
C (1.1927, -6.3248, 4.0502)
C (1.0820, -3.9124, 4.8086)
C (0.3432, -2.7264, 5.0827)
C (-1.0442, -2.6836, 4.8388)
N (1.0624, -1.6201, 5.6349)
S (0.1796, -0.3611, 6.3581)
C (2.2278, -1.2698, 4.8960)
C (2.5294, 0.0599, 4.5129)
C (3.7052, 0.4087, 3.8012)
C (3.9742, 1.8568, 3.4755)
C (2.7157, 2.7036, 3.4466)
C (4.9799, 2.4585, 4.4484)
C (4.7070, 2.1549, 5.9227)
C (5.1812, 3.2644, 6.8362)
C (4.5714, -0.6628, 3.4623)
S (6.0651, -0.5562, 2.5376)
C (5.5735, -1.3404, 1.0531)
O (7.0201, -1.4214, 3.1872)
O (6.3845, 0.8084, 2.2036)
C (4.2872, -1.9989, 3.8360)
C (3.1149, -2.3066, 4.5728)
S (2.8088, -3.9383, 5.1098)
H (-1.8612, 5.5830, 3.1112)
H (-3.1923, 5.3379, 4.2033)
H (-3.4774, 5.5227, 2.4867)
H (-3.6180, 3.1567, 2.8103)
H (-2.3289, 3.1902, 3.9751)
H (-0.9858, 4.0107, 1.7730)
H (-1.0780, 2.3536, 2.2940)
H (-3.1222, 2.1400, 0.7935)
H (-2.7597, 3.7457, 0.2523)
H (-0.6884, 3.0709, -0.7209)
H (-1.9713, 2.0686, -1.3185)
H (-0.8633, 0.7481, 0.9615)
H (0.4518, 1.2415, -0.0770)
H (-1.6392, 0.0934, -1.6581)
H (0.0280, -0.4265, -1.5005)
H (-0.7315, -1.5342, 0.6731)
H (-2.3535, -1.3504, 0.0629)
H (-1.4417, -2.4370, -2.0830)
H (-0.1044, -2.9610, -1.1153)
H (-1.6604, -4.7302, -1.2575)
H (-2.9999, -3.7030, -0.9018)
H (-1.1266, -3.6867, 1.3260)
H (-1.4294, -5.3009, 0.8272)
H (-3.9773, -4.4195, 0.9215)
H (-3.1371, -5.2946, 2.1652)
H (-2.6553, -2.4595, 2.4293)
H (-4.3484, -2.7832, 2.4914)
H (-3.6441, -3.0555, 4.7406)
H (-3.6137, -4.7056, 4.1241)
H (-1.4988, -5.8711, 3.7673)
H (1.7626, -6.6412, 4.9075)
H (1.8904, -6.1669, 3.2457)
H (0.5251, -7.1222, 3.7874)
H (-1.6136, -1.7976, 5.0273)
H (-0.4216, 0.1123, 5.2534)
H (1.8599, 0.8402, 4.7894)
H (4.3969, 1.8725, 2.4863)
H (2.2933, 2.8300, 4.4329)
H (1.9411, 2.2666, 2.8358)
H (2.9587, 3.6902, 3.0933)
H (5.9781, 2.1406, 4.1962)
H (4.9603, 3.5295, 4.3126)
H (5.2232, 1.2470, 6.1841)
H (3.6474, 2.0134, 6.0663)
H (5.4746, 2.8886, 7.8017)
H (4.4139, 4.0035, 6.9853)
H (6.0526, 3.7451, 6.4203)
H (6.3889, -1.1815, 0.3700)
H (4.6784, -0.8713, 0.6872)
H (5.3936, -2.3819, 1.2424)
H (4.9675, -2.7858, 3.5871)
C (0.0209, -12.6308, -2.2353)
O (0.1679, -11.6515, -1.2344)
C (1.4778, -11.1181, -1.1850)
C (1.4869, -9.7582, -0.5313)
O (1.0427, -8.7041, -1.3676)
C (-0.3518, -8.5677, -1.5767)
C (-1.1002, -7.9697, -0.4110)
O (-1.3404, -8.9371, 0.5947)
C (-1.6439, -8.3436, 1.8323)
H (0.6812, -13.4892, -2.0624)
H (-1.0119, -12.9707, -2.2063)
H (0.2326, -12.2196, -3.2296)
H (1.8908, -11.0298, -2.1970)
H (2.1251, -11.7919, -0.6049)
H (2.5274, -9.5148, -0.3078)
H (0.9319, -9.7844, 0.4092)
H (-0.8088, -9.5137, -1.8752)
H (-0.4377, -7.8671, -2.4096)
H (-2.0618, -7.5742, -0.7706)
H (-0.5140, -7.1366, -0.0018)
H (-0.8187, -7.7067, 2.1732)
H (-1.7984, -9.1412, 2.5560)
H (-2.5567, -7.7352, 1.7725)
C (3.6768, 1.2181, -4.8084)
O (2.3575, 1.4627, -5.2351)
C (1.4091, 0.6727, -4.5447)
C (0.0354, 1.2952, -4.5956)
O (-0.1477, 2.3753, -3.6972)
C (0.4295, 3.6262, -4.0278)
C (-0.2898, 4.3767, -5.1208)
O (0.0618, 3.8857, -6.3988)
C (-0.8816, 4.2494, -7.3813)
H (3.9743, 0.1778, -4.9881)
H (4.3290, 1.8738, -5.3806)
H (3.7983, 1.4387, -3.7409)
H (1.7062, 0.5553, -3.4948)
H (1.3606, -0.3258, -5.0037)
H (-0.6731, 0.5342, -4.2606)
H (-0.2235, 1.5761, -5.6189)
H (1.4913, 3.5292, -4.2646)
H (0.3369, 4.2196, -3.1151)
H (-0.0132, 5.4405, -5.0658)
H (-1.3729, 4.2898, -4.9643)
H (-1.8755, 3.8513, -7.1439)
H (-0.5458, 3.8251, -8.3248)
H (-0.9587, 5.3383, -7.4858)
C (-2.5855, 12.1718, -6.2221)
O (-3.1886, 11.0466, -5.6283)
C (-3.7638, 10.1729, -6.5811)
C (-3.9079, 8.7783, -6.0233)
O (-2.7036, 8.0319, -6.0006)
C (-1.7638, 8.3151, -4.9770)
C (-2.1492, 7.7751, -3.6223)
O (-3.0944, 8.6146, -2.9872)
C (-3.7837, 7.9543, -1.9528)
H (-3.3139, 12.7779, -6.7743)
H (-2.1636, 12.7736, -5.4204)
H (-1.7816, 11.8781, -6.9076)
H (-3.1426, 10.1332, -7.4840)
H (-4.7601, 10.5439, -6.8630)
H (-4.5631, 8.2265, -6.7002)
H (-4.3793, 8.8082, -5.0388)
H (-1.5415, 9.3831, -4.9262)
H (-0.8557, 7.7966, -5.2915)
H (-1.2501, 7.7116, -2.9911)
H (-2.5613, 6.7651, -3.7452)
H (-4.3300, 7.0816, -2.3312)
H (-4.4947, 8.6622, -1.5330)
H (-3.1018, 7.6242, -1.1592)

***

# C7H10O5SSi

A single C7H10O5SSi molecule in a non-equilibrium geometry (ωB97M-V with the def2-TZVPD basis set, the Open Molecules 2025 dataset).

Output
Strongest force on any atom (eV/Å): 5.137
Spin multiplicity: 1
HOMO-LUMO gap (Ha): 0.284

Positions of all 24 atoms, in Å:
C (3.4415, 0.4674, 0.0447)
C (2.3994, -1.7813, 0.0986)
C (2.0899, 0.4736, 0.2276)
C (1.4659, -0.8176, 0.2245)
C (-0.0213, 1.5800, -0.1788)
C (-1.0501, 0.7658, 0.5142)
C (-2.7948, -1.7264, 0.5213)
O (1.3140, 1.6311, 0.3855)
O (0.1808, -0.9662, 0.5394)
O (-0.4452, 2.9094, -0.0814)
O (0.0526, 1.2758, -1.5345)
O (-1.3590, 1.0083, 1.7447)
Si (-1.8305, -0.4270, -0.7398)
S (3.9648, -1.1428, -0.2098)
H (3.9445, 1.4114, -0.0566)
H (2.1951, -2.8687, 0.2661)
H (-3.6417, -1.1755, 0.9806)
H (-3.2837, -2.3985, -0.1755)
H (-1.9472, -2.0476, 1.0513)
H (-0.1413, 3.6294, -0.6406)
H (0.8952, 0.7437, -1.6037)
H (-2.0196, 0.3604, 1.9913)
H (-0.9681, -1.4697, -1.6696)
H (-2.4412, 0.5649, -1.6995)

***

# C36H37NOP2Pd

A molecular structure, C36H37NOP2Pd in a non-equilibrium geometry (ωB97M-V with the def2-TZVPD basis set, the Open Molecules 2025 dataset).

Output
Strongest force on any atom (eV/Å): 2.311
Expectation value of S²: 2.01
Spin multiplicity: 3
HOMO-LUMO gap (spin up / spin down) (Ha): 0.274 / 0.243

Positions of all 78 atoms, in Å:
Pd (-5.0390, -2.0307, 1.0847)
C (-5.9650, -1.3016, 3.9412)
C (-4.9135, -0.6566, 3.3628)
C (-3.4623, -0.9052, 3.6979)
C (-2.6477, -1.7972, 2.7553)
C (-3.3790, -2.9570, 2.1471)
C (-4.3956, -3.6661, 2.7924)
C (-4.7306, -3.5640, 4.2397)
C (-5.9434, -2.6223, 4.6409)
C (-5.2013, -3.0233, -0.6124)
H (-6.9616, -0.8246, 3.9211)
H (-5.1392, 0.3302, 2.9385)
H (-3.3956, -1.2605, 4.7388)
H (-3.0084, 0.0962, 3.6671)
H (-2.2538, -1.1786, 1.9432)
H (-1.7835, -2.2078, 3.2803)
H (-2.9548, -3.4351, 1.2618)
H (-4.8875, -4.4933, 2.2631)
H (-3.8425, -3.2614, 4.8285)
H (-5.0352, -4.5810, 4.5660)
H (-6.8693, -3.1927, 4.4387)
H (-5.9165, -2.4626, 5.7335)
H (-6.2694, -3.0117, -0.8713)
H (-4.8934, -4.0223, -0.2804)
H (-4.5311, -2.5790, -1.3587)
P (1.8582, 2.9588, -1.6339)
P (3.0092, -0.0146, -2.5645)
C (3.1488, 2.0749, -0.7138)
C (3.6969, 0.8928, -1.1663)
C (2.5002, 4.6924, -1.5640)
C (3.3774, 5.1964, -0.5907)
C (3.7539, 6.5542, -0.6051)
C (3.2722, 7.4273, -1.5856)
C (2.4378, 6.9097, -2.5878)
C (2.0731, 5.5636, -2.5939)
C (0.4998, 2.9160, -0.3986)
C (-0.1261, 1.6610, -0.1599)
C (-1.1217, 1.5715, 0.8119)
C (-1.4975, 2.7061, 1.5394)
C (-0.8977, 3.9405, 1.2849)
C (0.1170, 4.0503, 0.3292)
C (4.6771, -0.3424, -3.3630)
C (5.4059, 0.7445, -3.8949)
C (6.7115, 0.5591, -4.3598)
C (7.3055, -0.7091, -4.3274)
C (6.5683, -1.7981, -3.8541)
C (5.2628, -1.6185, -3.3682)
C (2.5840, -1.6610, -1.8546)
C (1.7481, -2.4776, -2.6599)
C (1.4366, -3.7706, -2.2528)
C (1.9259, -4.2631, -1.0337)
C (2.6959, -3.4420, -0.2185)
C (3.0265, -2.1302, -0.6082)
H (3.4296, 2.5114, 0.2568)
H (4.6313, 0.4941, -0.7641)
H (3.7708, 4.5573, 0.1861)
H (4.4357, 6.9336, 0.1674)
H (3.5542, 8.4861, -1.5762)
H (2.0747, 7.5833, -3.3710)
H (1.4471, 5.1797, -3.3879)
H (0.2101, 0.7839, -0.7196)
H (-1.6027, 0.6135, 0.9952)
H (-2.2577, 2.6221, 2.3037)
H (-1.2071, 4.8375, 1.8292)
H (0.6328, 5.0013, 0.1707)
H (4.9530, 1.7353, -3.9084)
H (7.2732, 1.4086, -4.7463)
H (8.3309, -0.8438, -4.6620)
H (7.0032, -2.7943, -3.8500)
H (4.7178, -2.4650, -2.9651)
H (1.3654, -2.0848, -3.6034)
H (0.8223, -4.4026, -2.8894)
H (1.7081, -5.2861, -0.7363)
H (3.0690, -3.8148, 0.7462)
H (3.6198, -1.4936, 0.0361)
O (-9.1357, -3.4400, 1.8794)
C (-7.9997, -3.0462, 1.7882)
N (-6.8764, -2.6604, 1.6947)